Record 1
{
  "formula": "C2H9NO3",
  "method": "the ωB97M-V functional and the def2-TZVPD basis",
  "gap_ha": [0.08930, 0.32071],
  "homo_energy_ev": [0.8, -5.5],
  "spin_multiplicity": 2,
  "de_lowest_kcal_mol": 19.5,
  "charge": -1,
  "s_squared": 0.750,
  "symbols": ["O", "H", "H", "H", "H", "N", "O", "H", "H", "H", "C", "O", "C", "H", "H"],
  "coordinates": [[-0.870, -0.281, 1.690], [-2.635, 0.877, -1.644], [-1.411, 2.645, -0.233], [-0.332, 0.597, 0.025], [-0.478, 3.095, -1.613], [0.050, 1.248, -0.658], [4.040, -5.257, 1.967], [-1.670, -0.497, 2.208], [4.280, -4.775, 2.764], [3.571, -4.597, 1.447], [-1.886, 1.576, -2.061], [-1.700, 1.612, -3.263], [-0.898, 2.225, -1.104], [-0.739, 0.679, 1.815], [0.678, 0.854, -1.339]]
}

***

Record 2
{
  "formula": "C2H9NO3",
  "method": "the ωB97M-V functional and the def2-TZVPD basis",
  "gap_ha": 0.38867,
  "homo_energy_ev": -9.8,
  "de_lowest_kcal_mol": 16.7,
  "symbols": ["H", "O", "H", "H", "O", "H", "N", "O", "H", "H", "H", "C", "H", "C", "H"],
  "coordinates": [[0.268, -0.732, -2.425], [-0.658, 1.448, 2.255], [-0.186, 2.271, 2.232], [-1.388, 1.801, -0.029], [-1.532, 2.745, 0.140], [-0.367, -2.229, -1.779], [1.375, -1.673, 0.546], [-0.012, -0.035, -0.039], [1.355, -2.085, -2.201], [-1.556, 1.809, 2.283], [1.683, -2.620, 0.419], [0.502, -1.574, -1.767], [1.376, -1.324, 1.488], [0.649, -0.989, -0.393], [-1.511, 3.186, -0.729]]
}